ORCA calculation (ωB97M-V with the def2-TZVPD basis set) on C19H30HfNO2P2 as an isolated structure at a distorted geometry.

CARTESIAN COORDINATES (ANGSTROEM)
C  0.2311  4.1921  -1.2515
C  0.0401  2.8085  -1.1862
N  0.3072  2.1402  -0.0257
C  0.6756  2.7987  1.0944
C  0.9729  4.1566  1.0353
C  0.7239  4.8645  -0.1403
C  -0.3085  1.9993  -2.3621
P  -1.0097  0.3027  -2.2429
Hf  0.5409  -0.1644  -0.1499
P  1.0801  0.2250  2.3114
C  0.8976  2.0602  2.4064
O  2.0755  1.4006  -3.1117
O  2.5626  0.6827  -0.8304
H  0.0085  4.6959  -2.1913
H  1.4649  4.6300  1.8939
H  0.8844  5.9440  -0.1748
C  -2.7771  0.6230  -2.4195
C  -0.5951  -0.4063  -3.8728
H  1.8126  2.4518  2.8880
H  0.0339  2.2347  3.0718
H  0.9520  1.5524  -2.7893
H  -0.8188  2.6150  -3.1041
C  0.3499  -0.3200  3.8483
C  2.8541  -0.0766  2.5155
H  1.5115  -1.9903  -0.4817
H  3.4755  0.3394  -0.9788
H  2.4546  1.1339  -1.8407
H  2.2156  2.2954  -3.4996
H  -1.1204  -0.0769  0.4587
H  1.9113  -1.4345  -0.9623
H  -3.0233  0.9830  -3.4352
H  -3.2426  -0.3481  -2.1892
H  -3.0792  1.3563  -1.6615
H  -1.2744  -0.0585  -4.6594
H  0.4355  -0.1971  -4.1793
H  -0.6799  -1.4934  -3.7815
H  3.2140  0.3689  3.4506
H  3.0333  -1.1596  2.5127
H  3.4028  0.3305  1.6581
H  1.0742  -0.2205  4.6733
H  -0.5446  0.2824  4.0539
H  0.0071  -1.3587  3.7245
C  -0.5958  -2.0005  0.6033
C  -1.0830  -3.1360  0.8709
C  -1.7449  -4.3773  1.1049
C  -1.2421  -5.3412  2.0118
C  -1.9457  -6.5196  2.2367
C  -3.1522  -6.7855  1.5779
C  -3.6379  -5.8386  0.6688
C  -2.9525  -4.6535  0.4267
H  -0.3017  -5.1362  2.5236
H  -1.5501  -7.2431  2.9415
H  -3.6998  -7.7106  1.7670
H  -4.5689  -6.0258  0.1442
H  -3.3322  -3.9177  -0.2841

Summary:
LUMO energy in eV: -3.66
HOMO in eV: -10.188
F_max in hartree/bohr: 0.0727
Total charge: +1
Kohn-Sham gap in Eh: 0.23991

=====

ORCA calculation (ωB97M-V with the def2-TZVPD basis set) on C19H30N2O4S as an isolated structure at a distorted geometry.

CARTESIAN COORDINATES (ANGSTROEM)
C  2.1959  -3.2381  -5.2534
C  1.2212  -2.9718  -4.0024
C  0.1062  -2.1712  -3.9722
C  -0.6737  -1.9773  -3.0174
C  -0.4901  -2.5902  -1.9914
C  0.7949  -3.5506  -1.8782
C  1.7037  -3.7319  -3.0402
H  2.2542  -4.4736  -2.8581
H  0.8530  -4.1419  -0.8717
S  -1.3828  -2.4389  -0.4354
O  -1.9103  -3.9448  0.0222
O  -2.3571  -1.5423  -0.6055
N  -0.4312  -2.0205  0.7041
H  -0.4170  -2.8322  1.6783
C  -0.4868  -0.7658  1.2371
H  -1.2143  -0.5466  1.6286
C  -0.0975  0.1864  -0.1132
O  0.6427  -0.3849  -0.9609
N  -0.7925  1.2743  0.0360
C  -1.3793  1.9350  0.9050
H  -1.6258  1.3915  1.7788
H  -2.3478  1.9712  0.5060
C  -0.8161  3.2920  1.2073
C  -1.5309  4.1293  2.0936
H  -1.4940  5.0320  2.3248
H  -1.8072  3.7424  3.1098
H  -2.7119  4.4526  1.5297
O  -0.8055  4.0007  0.0525
C  0.1345  3.3662  -1.1258
C  0.1308  4.3126  -2.3145
H  0.4261  5.1636  -1.9793
H  -1.0596  4.3687  -2.7526
H  0.7008  3.7789  -3.0122
C  -0.6102  2.0726  -1.4600
H  0.0527  1.4555  -2.0911
H  -1.5541  2.0462  -1.5986
H  0.8571  3.2482  -0.6458
H  0.4058  3.2275  1.5681
C  0.7801  -0.4767  2.2858
H  1.8004  -0.9629  1.8574
H  0.9889  0.7761  2.3651
C  0.8307  -1.1816  3.6433
C  -0.5617  -0.4762  4.3036
H  -0.4315  0.6976  4.3538
H  -1.5994  -0.7405  3.8542
H  -0.7208  -0.6944  5.4375
C  1.8868  -0.7356  4.4324
H  2.7182  -1.1442  3.9318
H  1.9713  0.1382  4.6696
H  1.8183  -1.4563  5.4248
H  0.3389  -2.1436  3.5899
H  -1.5400  -1.3831  -2.9916
H  -0.1958  -1.6190  -4.9034
H  1.6324  -3.0717  -6.2254
H  2.6937  -4.1182  -5.2482
H  3.1053  -2.5330  -5.1824

Summary:
LUMO energy in eV: 0.58
HOMO in eV: -8.399
F_max in hartree/bohr: 0.3653
Kohn-Sham gap in Eh: 0.33001